This record from the Open Molecules 2025 dataset describes 2 unconnected molecules or ions with the total composition C4H12 in a non-equilibrium geometry. The level of theory is ωB97M-V/def2-TZVPD.

XYZ file:
```
16
Properties=species:S:1:pos:R:3:forces:R:3:mulliken_charge:R:1
C -0.504 -1.344 2.351 -0.03 0.46 2.09 -0.909
C 0.311 -0.127 1.931 2.63 1.22 0.48 -0.546
H -1.441 -1.143 2.930 0.98 0.61 0.09 0.266
H -0.968 -1.870 1.585 -0.09 -1.04 -2.07 0.328
H 0.075 -2.061 2.955 -0.14 0.31 -0.25 0.267
H 1.444 -0.265 1.718 -1.87 -0.98 -0.63 0.262
H 0.640 0.557 2.774 -1.68 -0.32 -0.47 0.305
H -0.111 0.447 1.080 0.21 -0.27 0.76 0.033
C -0.146 0.040 -2.356 2.93 -1.58 -1.72 -0.776
C 0.297 1.444 -1.918 -4.72 0.75 -2.47 -0.812
H -0.978 -0.431 -1.873 -0.46 0.14 0.53 0.282
H -0.304 -0.091 -3.459 -0.05 0.47 0.84 0.294
H 0.796 -0.663 -2.207 -1.97 1.10 0.03 0.209
H 1.291 1.504 -1.953 4.00 0.28 0.43 0.304
H -0.146 1.624 -0.977 0.05 0.55 1.25 0.225
H -0.050 2.317 -2.618 0.23 -1.70 1.12 0.269
```
Positions in Å, forces in eV/Å.

Calculated values
SMILES: CC.CC
gap between HOMO and LUMO: 12.10 eV
maximum force: 5.38 eV/Å
energy: -4341.2655 eV
ΔE to the lowest compared entry with this formula, charge and spin: 121.84 kJ/mol



This record from the Open Molecules 2025 dataset describes 2 unconnected molecules or ions with the total composition C4H12 in a non-equilibrium geometry. The level of theory is ωB97M-V/def2-TZVPD.

XYZ file:
```
16
Properties=species:S:1:pos:R:3:forces:R:3:mulliken_charge:R:1
C -2.548 -4.244 3.180 2.62 2.86 -0.96 -0.957
C -3.731 -3.487 3.768 -0.45 1.12 -2.53 -0.631
H -1.507 -3.989 3.636 -2.00 -0.79 0.03 0.250
H -2.271 -4.046 2.132 -0.69 0.60 0.01 0.314
H -2.755 -5.237 3.116 -0.18 -3.10 0.54 0.341
H -3.439 -2.403 3.780 -0.47 -0.94 0.85 0.231
H -4.664 -3.467 3.017 1.86 -0.57 1.91 0.210
H -3.899 -3.999 4.715 -0.69 0.81 0.15 0.243
C 3.596 4.369 -3.843 -0.76 -2.19 -1.28 -0.676
C 2.626 3.455 -2.925 0.59 -1.32 -1.07 -0.757
H 3.780 5.379 -3.459 -0.86 -0.03 -0.43 0.258
H 3.000 4.227 -4.874 1.90 1.23 1.93 0.198
H 4.692 3.989 -3.986 -2.18 0.04 0.33 0.227
H 1.521 3.531 -3.199 1.49 0.63 0.50 0.255
H 2.810 2.345 -3.225 0.03 1.78 0.77 0.228
H 2.788 3.577 -1.833 -0.21 -0.13 -0.75 0.266
```
Positions in Å, forces in eV/Å.

Calculated values
SMILES: CC.CC
gap between HOMO and LUMO: 12.52 eV
maximum force: 4.00 eV/Å
energy: -4340.9766 eV
ΔE to the lowest compared entry with this formula, charge and spin: 149.71 kJ/mol



This record from the Open Molecules 2025 dataset describes 2 unconnected molecules or ions with the total composition C4H12 in a non-equilibrium geometry. The level of theory is ωB97M-V/def2-TZVPD.

XYZ file:
```
16
Properties=species:S:1:pos:R:3:forces:R:3:mulliken_charge:R:1
C 1.499 1.174 1.770 -0.59 1.00 1.27 -0.805
C 0.027 1.392 2.158 -0.22 -0.59 -0.18 -0.788
H 1.721 0.214 1.343 0.02 -0.25 -0.40 0.281
H 1.804 2.024 1.170 0.31 -0.27 -0.55 0.257
H 2.063 1.269 2.704 0.22 -0.14 -0.18 0.279
H -0.192 2.451 2.274 0.04 0.05 0.20 0.282
H -0.224 0.866 3.081 0.06 0.16 0.06 0.274
H -0.689 1.014 1.425 0.16 0.02 -0.23 0.223
C -0.002 -1.283 -1.838 -0.04 0.61 -0.34 -0.634
C -1.507 -1.314 -2.125 0.31 -0.74 -0.54 -0.894
H 0.177 -1.106 -0.781 0.25 -0.66 0.15 0.113
H 0.495 -2.145 -2.283 0.10 -0.19 0.66 0.270
H 0.500 -0.435 -2.294 -0.15 0.27 -0.35 0.281
H -1.855 -0.416 -2.628 -0.19 0.02 0.16 0.249
H -2.064 -1.521 -1.228 -0.34 0.38 0.50 0.309
H -1.753 -2.183 -2.747 0.07 0.32 -0.23 0.305
```
Positions in Å, forces in eV/Å.

Calculated values
SMILES: CC.CC
gap between HOMO and LUMO: 12.88 eV
maximum force: 1.72 eV/Å
energy: -4342.1974 eV
ΔE to the lowest compared entry with this formula, charge and spin: 31.92 kJ/mol



This record from the Open Molecules 2025 dataset describes 2 unconnected molecules or ions with the total composition C4H12. The level of theory is ωB97M-V/def2-TZVPD.

XYZ file:
```
16
Properties=species:S:1:pos:R:3:forces:R:3:mulliken_charge:R:1
C -1.326 1.633 -0.490 -0.41 -0.48 0.23 -0.697
C -2.013 1.828 0.861 0.29 -0.01 -0.20 -0.813
H -1.585 2.453 -1.150 0.31 0.09 -0.22 0.336
H -0.257 1.485 -0.378 0.19 0.45 -0.11 0.137
H -1.683 0.714 -0.952 -0.09 -0.08 -0.13 0.248
H -1.530 1.226 1.623 -0.06 -0.20 0.18 0.259
H -3.059 1.536 0.794 -0.06 0.17 0.16 0.261
H -1.927 2.865 1.179 -0.18 0.06 0.09 0.273
C 1.209 -1.129 -0.025 0.32 -0.22 -0.21 -0.727
C 2.134 -2.316 -0.325 -0.23 0.52 -0.28 -1.035
H 0.165 -1.351 -0.236 -0.04 -0.08 -0.04 0.277
H 1.282 -0.838 1.019 0.00 0.12 0.13 0.302
H 1.498 -0.282 -0.648 -0.06 0.09 0.11 0.262
H 3.169 -2.061 -0.091 -0.07 -0.17 0.12 0.299
H 2.097 -2.559 -1.384 0.02 -0.02 -0.15 0.308
H 1.826 -3.206 0.204 0.08 -0.24 0.33 0.310
```
Positions in Å, forces in eV/Å.

Calculated values
SMILES: CC.CC
gap between HOMO and LUMO: 12.98 eV
maximum force: 0.68 eV/Å
energy: -4342.4516 eV
ΔE to the lowest compared entry with this formula, charge and spin: 7.40 kJ/mol



This record from the Open Molecules 2025 dataset describes 2 unconnected molecules or ions with the total composition C4H12 in a non-equilibrium geometry. The level of theory is ωB97M-V/def2-TZVPD.

XYZ file:
```
16
Properties=species:S:1:pos:R:3:forces:R:3:mulliken_charge:R:1
C -0.748 -1.752 0.546 -0.30 1.06 -0.54 -0.768
C 0.108 -2.699 1.372 -0.32 -1.24 -0.68 -0.897
H -0.488 -1.827 -0.516 0.25 0.38 0.20 0.275
H -0.695 -0.710 0.879 0.49 -0.09 -0.22 0.160
H -1.830 -1.885 0.509 -0.02 -0.75 0.57 0.411
H 0.841 -3.185 0.724 0.02 0.07 -0.07 0.258
H -0.523 -3.529 1.703 0.25 0.13 0.48 0.247
H 0.706 -2.296 2.179 -0.38 0.38 0.32 0.315
C 0.256 2.968 -0.724 -0.40 0.55 -0.05 -0.887
C 0.343 1.489 -1.038 1.62 -0.35 -0.84 -0.720
H -0.733 3.355 -1.002 0.16 -0.11 -0.09 0.264
H 0.979 3.510 -1.334 0.06 0.08 0.04 0.270
H 0.397 3.302 0.302 0.15 -0.44 0.20 0.295
H -0.469 0.860 -0.700 -0.20 0.08 -0.21 0.144
H 0.569 1.413 -2.110 -1.26 -0.09 -0.25 0.312
H 1.288 0.985 -0.790 -0.12 0.35 1.16 0.321
```
Positions in Å, forces in eV/Å.

Calculated values
SMILES: CC.CC
gap between HOMO and LUMO: 12.44 eV
maximum force: 1.86 eV/Å
energy: -4341.9357 eV
ΔE to the lowest compared entry with this formula, charge and spin: 57.18 kJ/mol



This record from the Open Molecules 2025 dataset describes 2 unconnected molecules or ions with the total composition C4H12 in a non-equilibrium geometry. The level of theory is ωB97M-V/def2-TZVPD.

XYZ file:
```
16
Properties=species:S:1:pos:R:3:forces:R:3:mulliken_charge:R:1
C 1.369 -0.132 2.582 1.70 1.90 -0.39 -1.027
C 1.226 -0.166 1.103 -3.09 -0.17 -0.73 -0.603
H 0.480 -0.496 2.943 -2.28 -0.82 1.74 0.354
H 2.143 -0.822 2.810 0.62 -0.67 0.48 0.355
H 1.587 0.845 3.134 -0.49 -0.67 -1.18 0.330
H 2.006 -0.148 0.425 2.23 0.04 -1.32 0.491
H 0.418 0.424 0.533 1.23 -0.20 1.58 0.147
H 0.976 -1.309 1.028 0.25 0.66 -0.40 0.361
C -1.287 0.577 -2.488 2.87 -0.42 0.44 -0.764
C -1.362 -0.141 -1.146 1.56 1.44 -2.92 -0.667
H -2.283 0.811 -2.781 -1.31 -0.65 -0.91 0.334
H -0.857 1.619 -2.467 0.39 -1.39 0.12 0.311
H -0.705 -0.176 -3.211 -1.56 1.85 0.78 0.292
H -1.311 0.496 -0.338 -0.70 1.41 2.08 0.482
H -2.138 -0.825 -1.215 -0.90 -1.86 0.67 0.386
H -0.263 -0.557 -0.912 -0.53 -0.44 -0.03 0.218
```
Positions in Å, forces in eV/Å.

Calculated values
gap between HOMO and LUMO (spin up / spin down): 14.06 / 4.40 eV
2S+1: 2
maximum force: 3.61 eV/Å
charge: +1
energy: -4329.5405 eV
ΔE to the lowest compared entry with this formula, charge and spin: 163.19 kJ/mol



This record from the Open Molecules 2025 dataset describes 2 unconnected molecules or ions with the total composition C4H12 in a non-equilibrium geometry. The level of theory is ωB97M-V/def2-TZVPD.

XYZ file:
```
16
Properties=species:S:1:pos:R:3:forces:R:3:mulliken_charge:R:1
C 2.580 0.075 0.291 0.49 -0.63 -0.47 -0.595
C 1.807 0.412 -0.981 -1.00 -0.05 0.76 -0.514
H 2.487 1.078 0.823 -0.20 -0.39 -0.11 0.307
H 2.180 -0.673 0.991 0.03 0.31 0.16 0.351
H 3.588 -0.231 0.013 0.01 -0.01 0.14 0.323
H 2.292 1.130 -1.643 -0.33 -0.12 -0.35 0.363
H 1.690 -0.589 -1.527 0.82 0.20 0.23 0.322
H 0.802 0.678 -0.654 0.08 0.67 -0.32 0.171
C -1.763 -0.755 -0.045 -1.26 1.02 0.64 -0.593
C -2.606 0.270 0.697 0.54 0.45 0.47 -0.871
H -0.925 -1.025 0.588 0.38 -0.11 -0.19 0.185
H -2.370 -1.653 -0.164 0.12 -0.42 -0.34 0.346
H -1.552 -0.373 -1.042 0.38 -0.20 -0.34 0.241
H -2.785 -0.110 1.708 -0.28 0.02 0.05 0.314
H -3.510 0.651 0.223 -0.10 -0.58 -0.31 0.340
H -2.103 1.234 0.919 0.33 -0.15 -0.03 0.310
```
Positions in Å, forces in eV/Å.

Calculated values
gap between HOMO and LUMO (spin up / spin down): 12.86 / 3.22 eV
2S+1: 2
maximum force: 1.74 eV/Å
charge: +1
energy: -4330.5388 eV
ΔE to the lowest compared entry with this formula, charge and spin: 66.87 kJ/mol



This record from the Open Molecules 2025 dataset describes 2 unconnected molecules or ions with the total composition C4H12 in a non-equilibrium geometry. The level of theory is ωB97M-V/def2-TZVPD.

XYZ file:
```
16
Properties=species:S:1:pos:R:3:forces:R:3:mulliken_charge:R:1
C 1.678 0.312 -0.999 -2.17 2.24 -0.43 -0.478
C 2.744 0.724 -0.068 0.59 -1.44 0.09 -0.685
H 1.258 1.110 -1.644 -0.06 -0.27 0.62 0.359
H 1.911 -0.474 -1.653 0.32 -1.52 -0.56 0.380
H 0.821 -0.069 -0.273 0.48 0.29 -0.55 -0.019
H 3.532 1.093 -0.821 -0.41 0.04 0.89 0.280
H 2.515 1.437 0.734 0.28 0.00 -0.52 0.356
H 3.034 -0.267 0.308 0.84 0.79 0.59 0.290
C -1.975 0.136 0.872 -0.56 0.40 1.28 -0.545
C -2.316 -1.159 0.273 1.21 -0.31 -1.46 -0.679
H -2.081 0.175 1.995 0.29 -0.09 -1.09 0.306
H -1.084 0.651 0.503 0.28 0.16 -0.25 0.196
H -2.773 0.882 0.551 0.31 0.06 -0.03 0.312
H -2.927 -1.104 -0.669 0.95 0.15 -0.09 0.321
H -2.994 -1.677 0.874 -0.62 -1.22 1.32 0.356
H -1.345 -1.771 0.020 -1.73 0.73 0.19 0.250
```
Positions in Å, forces in eV/Å.

Calculated values
gap between HOMO and LUMO (spin up / spin down): 13.87 / 3.48 eV
2S+1: 2
maximum force: 3.15 eV/Å
charge: +1
energy: -4330.1888 eV
ΔE to the lowest compared entry with this formula, charge and spin: 100.65 kJ/mol